#a
Below is an isolated molecule of C8H17NO, with properties calculated with ωB97M-V/def2-TZVPD.

Results
* gap between HOMO and LUMO: 10.68 eV
* multiplicity: 1
* HOMO energy: -9.88 eV

Last columns: bonded neighbours and bond lengths (Å).
CARTESIAN COORDINATES (ANGSTROEM)
1 C -0.10 0.69 0.99  C2 1.693, C4 1.542, C5 1.534, C6 1.537
2 C -0.14 -0.06 -0.53  C1 1.693, C7 1.526, C8 1.474, H11 1.091
3 C 1.41 -1.32 -2.66  O9 1.418, H13 1.097, H14 1.096, H15 1.098
4 C -0.14 2.21 0.71  C1 1.542, H16 1.097, H17 1.095, H18 1.093
5 C -1.30 0.33 1.88  C1 1.534, H19 1.095, H20 1.092, H21 1.097
6 C 1.21 0.40 1.74  C1 1.537, H22 1.095, H23 1.093, H24 1.097
7 C -1.51 0.03 -1.19  C2 1.526, H25 1.094, H26 1.093, H27 1.092
8 C 0.27 -1.46 -0.32  C2 1.474, O9 1.482, N10 1.268
9 O 0.82 -2.03 -1.57  C3 1.418, C8 1.482
10 N -0.02 -2.29 0.59  C8 1.268, H12 1.025
11 H 0.62 0.49 -1.09  C2 1.091
12 H 0.35 -3.21 0.32  N10 1.025
13 H 2.09 -2.01 -3.17  C3 1.097
14 H 0.63 -1.02 -3.37  C3 1.096
15 H 2.00 -0.45 -2.35  C3 1.098
16 H -0.11 2.78 1.65  C4 1.097
17 H 0.72 2.53 0.11  C4 1.095
18 H -1.05 2.51 0.19  C4 1.093
19 H -2.25 0.62 1.42  C5 1.095
20 H -1.33 -0.73 2.13  C5 1.092
21 H -1.24 0.86 2.84  C5 1.097
22 H 2.08 0.55 1.09  C6 1.095
23 H 1.25 -0.63 2.13  C6 1.093
24 H 1.32 1.05 2.61  C6 1.097
25 H -2.26 -0.54 -0.65  C7 1.094
26 H -1.46 -0.37 -2.21  C7 1.093
27 H -1.85 1.07 -1.28  C7 1.092



#b
Below is a cluster of 2 separate species, C8H17NO in total, with properties calculated with ωB97M-V/def2-TZVPD.

Results
* gap between HOMO and LUMO: 10.09 eV
* multiplicity: 1
* HOMO energy: -9.26 eV

Last columns: bonded neighbours and bond lengths (Å).
CARTESIAN COORDINATES (ANGSTROEM)
1 C -0.46 1.40 -0.47  C3 1.528, C4 1.525, N8 1.448, H25 1.159
2 C 0.91 -1.24 1.29  C5 1.501, C6 1.499, C7 1.340
3 C -1.57 2.44 -0.46  C1 1.528, H13 1.091, H14 1.088, H15 1.085
4 C 0.58 1.69 -1.54  C1 1.525, H16 1.087, H17 1.086, H18 1.086
5 C -0.18 -2.12 1.84  C2 1.501, H19 1.087, H20 1.092, H21 1.090
6 C 1.70 -1.84 0.18  C2 1.499, H22 1.089, H23 1.087, H24 1.088
7 C 1.24 -0.06 1.85  C2 1.340, H26 1.079, H27 1.079
8 N -1.00 0.06 -0.56  C1 1.448, C9 1.349, H11 1.008
9 C -1.29 -0.61 -1.69  N8 1.349, O10 1.214, H12 1.095
10 O -1.89 -1.67 -1.71  C9 1.214
11 H -1.45 -0.30 0.27  N8 1.008
12 H -0.90 -0.16 -2.61  C9 1.095
13 H -2.14 2.39 -1.39  C3 1.091
14 H -2.26 2.29 0.36  C3 1.088
15 H -1.15 3.44 -0.38  C3 1.085
16 H 1.04 2.66 -1.35  C4 1.087
17 H 1.36 0.94 -1.53  C4 1.086
18 H 0.15 1.73 -2.54  C4 1.086
19 H -0.76 -1.61 2.60  C5 1.087
20 H 0.25 -3.01 2.28  C5 1.092
21 H -0.84 -2.45 1.04  C5 1.090
22 H 2.12 -2.80 0.47  C6 1.089
23 H 1.05 -2.03 -0.67  C6 1.087
24 H 2.51 -1.20 -0.14  C6 1.088
25 H 0.10 1.36 0.54  C1 1.159
26 H 0.75 0.27 2.75  C7 1.079
27 H 2.14 0.45 1.56  C7 1.079



Of all the structures shown, which is most stable? #b, and #a is the least stable.